The following is a quantum chemistry calculation of C5H7P in the gas phase, from the Open Molecules 2025 dataset.

Each line ends with the natural charge from an NBO analysis.
Element x y z (Å)
C 0.6244 1.1227 0.9499  -0.574
C 0.6941 -0.3792 -1.1027  -0.384
C -1.4647 0.0073 0.0494  -0.682
C 1.0111 -0.2089 0.3900  -0.288
C -0.2912 -0.8313 -0.0635  -0.229
P -0.9175 1.7103 0.7272  0.603
H 1.3766 1.8319 1.2328  0.219
H 0.3459 0.4647 -1.4779  0.199
H 1.2828 -1.0366 -1.7529  0.224
H -2.0509 0.1022 -0.8676  0.231
H -2.0414 -0.2791 0.8528  0.222
H 1.8226 -0.6334 0.9428  0.235
H -0.3920 -1.8705 0.1197  0.222

## Properties
**Highest occupied orbital energy**: -8.61 eV
**Largest force on an atom**: 4.502 eV/Å
**Orbital gap**: 9.265 eV
**Relative energy (zero: lowest compared OMol25 entry of this formula, charge and spin)**: 0.8377 eV
**Structure (SMILES)**: C1=PC[C@H]2C[C@@H]12
**Electronic energy**: -14584.860 eV

The following is a quantum chemistry calculation of C3H5N3 in the gas phase, from the Open Molecules 2025 dataset.

Each line ends with the natural charge from an NBO analysis.
Element x y z (Å)
N -1.4066 1.5764 -0.0115  -0.661
C -0.5116 0.6792 0.0501  0.426
C -0.6889 -0.8262 0.0705  -0.348
N 0.6141 -1.4326 -0.1487  -0.430
C 1.4400 -0.4752 -0.0620  0.245
N 0.8982 0.8073 0.1781  -0.630
H -2.3272 1.1179 -0.0246  0.344
H -1.0481 -1.1236 1.0600  0.229
H -1.4052 -1.1378 -0.6911  0.224
H 2.5155 -0.6283 -0.2009  0.196
H 1.4712 1.4911 -0.2700  0.405

## Properties
**Highest occupied orbital energy**: -9.42 eV
**Largest force on an atom**: 1.215 eV/Å
**Orbital gap**: 10.328 eV
**Relative energy (zero: lowest compared OMol25 entry of this formula, charge and spin)**: 0.6392 eV
**Structure (SMILES)**: [H]/N=C1\CN=CN1
**Electronic energy**: -7661.816 eV

The following is a quantum chemistry calculation of a molecular structure, C18H9Cl5N2O2S2Zr, from the Open Molecules 2025 dataset.

Each line ends with the Löwdin spin population.
Element x y z (Å)
Zr 0.3886 -0.2527 0.4901  0.145
Cl -6.6076 -0.6286 -1.4900  0.000
C -5.0876 -0.7145 -0.7097  0.000
C -3.9870 -0.0923 -1.2917  0.000
Cl -4.1038 0.7755 -2.7668  0.000
C -2.7710 -0.1906 -0.6406  0.000
Cl -1.3379 0.5920 -1.3200  0.003
C -2.5945 -0.8699 0.5510  0.001
O -1.3773 -0.8745 1.1163  0.013
C -3.6993 -1.4722 1.1354  0.000
Cl -3.4850 -2.3002 2.6212  0.000
C -4.9394 -1.3979 0.5023  0.000
Cl -6.2964 -2.1629 1.2103  0.000
O 1.5577 -0.3934 -1.1951  0.032
N 2.5965 -1.2346 -1.2793  0.005
C 3.5942 -0.8856 -2.1221  0.000
C 4.6652 -1.7195 -2.2701  0.000
C 4.6932 -2.9083 -1.5367  -0.001
C 3.6645 -3.2212 -0.6799  0.000
C 2.5761 -2.3585 -0.5300  0.004
S 1.2265 -2.6514 0.5309  0.024
H 3.4430 0.0563 -2.6251  0.000
H 5.4586 -1.4406 -2.9479  0.000
H 5.5299 -3.5871 -1.6349  0.000
H 3.6717 -4.1310 -0.0967  0.000
S 2.6970 2.2021 0.4335  0.198
C 2.4897 0.7762 1.4424  0.345
N 1.2861 0.7422 2.1637  0.147
C 0.4848 1.8165 1.7502  0.007
C -0.8466 1.9914 2.1591  0.012
C -1.6001 2.9772 1.5567  0.000
C -1.0531 3.7844 0.5492  0.020
C 0.2501 3.6159 0.1290  -0.005
C 1.0186 2.6125 0.7247  0.029
H 3.3547 0.2342 1.7906  0.019
H -1.2411 1.3718 2.9528  0.000
H -2.6220 3.1339 1.8751  0.000
H -1.6621 4.5549 0.0953  0.001
H 0.6651 4.2504 -0.6433  -0.001

## Properties
**Highest occupied orbital energy (alpha / beta)**: -9.92 / -11.64 eV
**Net charge**: +1
**Largest force on an atom**: 1.071 eV/Å
**2S+1**: 2
**Orbital gap (alpha / beta)**: 6.379 / 7.807 eV
**Relative energy (zero: lowest compared OMol25 entry of this formula, charge and spin)**: 0.6211 eV
**Electronic energy**: -111445.946 eV
**Expectation value of S²**: 0.757

The following is a quantum chemistry calculation of C8H11N in the gas phase, from the Open Molecules 2025 dataset.

Each line ends with the natural charge from an NBO analysis.
Element x y z (Å)
C 1.5293 -0.5368 -0.9849  -0.463
C 1.3112 0.6088 0.0395  -0.238
C 0.4835 1.8141 -0.5900  -0.376
C -0.6542 1.4970 0.7660  -0.202
C -0.5905 -1.7387 -0.4120  -0.036
C -1.0851 0.0295 0.9327  -0.094
C 0.0922 -0.8861 -1.1908  -0.275
C 0.4532 0.2247 1.1954  -0.208
H 2.3692 -1.2184 -0.4545  0.215
H 2.1717 -0.1532 -1.8117  0.215
H 2.2879 0.8347 0.6813  0.224
H 0.8784 2.7447 -0.3017  0.212
H 0.2086 1.6647 -1.5629  0.200
H -1.1805 2.3516 1.1664  0.218
H -0.1871 -2.8296 -0.1016  0.205
H -2.3048 -1.6033 0.7101  0.363
H -1.3719 -0.2920 2.0382  0.197
H -0.3598 -0.2208 -2.0951  0.232
H 0.6864 -0.0539 2.2476  0.229
N -1.7765 -1.0427 0.1354  -0.618

## Properties
**Highest occupied orbital energy**: -7.80 eV
**Largest force on an atom**: 7.197 eV/Å
**Orbital gap**: 8.708 eV
**Relative energy (zero: lowest compared OMol25 entry of this formula, charge and spin)**: 6.3756 eV
**Structure (SMILES)**: C1=CN[C@@H]2[C@@H]3C[C@H](C1)[C@@H]32
**Electronic energy**: -9956.748 eV

The following is a quantum chemistry calculation of a molecular structure, C6H19BrCuN5O3, from the Open Molecules 2025 dataset.

Each line ends with the Löwdin spin population.
Element x y z (Å)
Cu 14.5464 19.5898 -16.6401  0.000
Br 14.9987 18.3626 -14.3691  0.004
C 16.5493 19.4613 -10.2289  0.047
O 17.4710 20.0191 -9.5483  0.684
N 16.4436 19.6608 -11.5415  0.272
N 15.6638 18.6033 -9.7231  -0.021
H 16.9717 20.4162 -12.0066  0.003
H 15.8591 19.1847 -12.2306  0.008
H 15.7724 18.3872 -8.7421  -0.001
H 14.8850 18.2837 -10.2711  0.001
C 17.1658 14.4012 -15.9732  0.000
O 17.4416 13.7506 -16.9792  0.000
N 16.7670 13.7726 -14.8387  0.000
N 17.1201 15.7619 -15.9292  0.000
H 16.5645 14.4023 -14.0828  0.000
H 16.7051 12.7778 -14.7566  0.000
H 17.1537 16.3264 -16.7544  0.000
H 16.6558 16.1048 -15.1049  0.000
C 19.2389 18.1284 -13.2858  0.002
C 19.0103 19.1193 -14.4523  0.000
C 19.1476 20.5888 -14.0217  0.000
O 18.4832 20.9189 -12.8342  -0.001
C 18.7684 22.2358 -12.4331  0.000
N 19.8888 18.7872 -15.5656  0.000
H 20.0337 18.4532 -12.6108  0.000
H 19.5630 17.1275 -13.5736  0.000
H 18.2944 18.0323 -12.7452  0.001
H 17.9750 18.9645 -14.7797  0.000
H 18.6276 21.0525 -14.8741  0.000
H 20.1905 20.9163 -14.0319  0.000
H 18.1892 22.5577 -11.5673  0.000
H 18.7230 23.0351 -13.1786  0.000
H 19.8105 22.3107 -12.0984  0.000
H 19.6204 19.4730 -16.2733  0.000
H 19.5644 17.9008 -15.9393  0.000

## Properties
**Highest occupied orbital energy (alpha / beta)**: -11.62 / -11.62 eV
**Net charge**: +1
**Largest force on an atom**: 3.299 eV/Å
**2S+1**: 2
**Orbital gap (alpha / beta)**: 6.583 / 3.233 eV
**Relative energy (zero: lowest compared OMol25 entry of this formula, charge and spin)**: 2.7055 eV
**Electronic energy**: -134796.907 eV
**Expectation value of S²**: 0.770

The following is a quantum chemistry calculation of a molecular structure, C3H2CuO3, from the Open Molecules 2025 dataset.

Each line ends with the Löwdin spin population.
Element x y z (Å)
O 0.4163 0.0269 1.2703  -0.021
C 0.2445 1.1463 -0.5004  0.061
C -1.1002 0.9883 -1.0200  0.556
O -1.8237 0.0323 -0.4927  0.236
Cu -1.1117 -0.9308 0.9239  0.015
H 0.7902 2.0003 -0.9117  0.003
C 1.1117 0.2464 0.1701  0.114
O 1.6265 -0.8232 -0.4965  0.035
H 2.1520 -1.3678 0.1005  0.001

## Properties
**Highest occupied orbital energy (alpha / beta)**: -8.02 / -7.99 eV
**Largest force on an atom**: 7.661 eV/Å
**2S+1**: 2
**Orbital gap (alpha / beta)**: 7.317 / 6.436 eV
**Relative energy (zero: lowest compared OMol25 entry of this formula, charge and spin)**: 3.3719 eV
**Electronic energy**: -53919.596 eV
**Expectation value of S²**: 0.781

Question: Which value of electronic energy does entry 2 give?
Answer: -7661.816 eV